# 1
17
Properties=species:S:1:pos:R:3 method="wB97M-V/def2-TZVPD" e_above_lowest_kcal_mol=75.3 total_charge=0 orbital_gap_ev=9.89 largest_force_ev_per_a=4.2
H 0.8099 -1.7983 1.3797
N 1.3515 -1.8290 0.5185
C 1.1218 -0.8647 -0.2733
C -0.3711 -0.3579 -0.6272
C -0.6150 0.1555 -1.8353
C -1.4790 -0.7161 0.3164
H 1.7734 -0.7217 -1.1331
H -1.6157 0.2564 -2.2320
H 0.1689 0.3726 -2.5473
H -2.3395 -1.1305 -0.2061
H -1.2594 -1.3959 1.1400
H -1.7843 0.2072 0.8157
C 0.7733 1.3248 1.2607
N 0.4522 2.2993 0.5417
H 0.2464 1.0490 2.1671
H 1.7218 0.6519 0.9750
H 1.0447 2.4974 -0.2604

***

# 2
17
Properties=species:S:1:pos:R:3 method="wB97M-V/def2-TZVPD" e_above_lowest_kcal_mol=48.4 total_charge=0 orbital_gap_ev=9.57 largest_force_ev_per_a=1.5
H -0.7175 2.3162 1.8009
N -0.2234 2.1792 0.9168
C 0.4538 1.1275 0.8599
C 0.7451 0.1236 1.9296
H 1.0247 0.9581 -0.0900
H 0.6158 -0.8799 1.5182
H 0.0941 0.2677 2.7908
H 1.7805 0.2211 2.2461
C -1.6496 -0.5877 -0.8799
C -0.4264 -1.3231 -1.3137
C 0.6362 -0.7243 -1.7889
N 1.4967 -0.2971 -2.5416
H -2.5367 -0.9791 -1.3777
H -1.5787 0.4796 -1.0796
H -1.7059 -0.6353 0.2414
H -0.3526 -2.3710 -1.0554
H 2.3441 0.1248 -2.1769

***

# 3
17
Properties=species:S:1:pos:R:3 method="wB97M-V/def2-TZVPD" smiles=C[C@H]1N[C@H]1[C@H]1CN1 e_above_lowest_kcal_mol=73.1 total_charge=0 orbital_gap_ev=9.74 largest_force_ev_per_a=0.9
C -2.1997 0.1946 -0.0353
C -1.0530 -0.4102 -0.9090
N -0.2294 0.5785 -1.6023
C 0.4894 -0.5342 -1.0038
C 1.5046 -0.6337 0.0996
C 1.9923 0.5367 0.8543
N 1.0941 -0.4329 1.4790
H -3.1430 0.0260 -0.5832
H -2.1322 1.2905 0.0398
H -2.3741 -0.1948 0.9721
H -1.4474 -1.2121 -1.5123
H -0.2123 1.4172 -1.0315
H 0.8779 -1.0936 -1.8615
H 2.1892 -1.4749 -0.0395
H 2.9994 0.5457 1.2637
H 1.6119 1.5084 0.5476
H 0.1334 -0.0986 1.4680

***

# 4
18
Properties=species:S:1:pos:R:3 method="wB97M-V/def2-TZVPD" e_above_lowest_kcal_mol=92.1 total_charge=0 orbital_gap_ev=10.32 largest_force_ev_per_a=2.7
C -2.2531 1.0061 -0.5858
C -1.6745 -0.3157 -0.1681
C -1.2847 -0.6769 1.1636
N -0.1770 -0.1385 0.2667
N 0.6042 -1.2812 -0.1700
C 1.8504 -0.9806 -0.3817
C 2.6298 0.3354 -0.2884
O 2.1702 1.1722 0.7872
H -1.5635 1.7359 0.0584
H -1.9844 1.0279 -1.7259
H -3.3310 1.1269 -0.2933
H -1.8881 -1.0793 -0.8470
H -1.5533 -0.0603 1.9733
H -1.3590 -1.7416 1.4641
H 2.3801 -1.9341 -0.6785
H 3.7345 0.1619 -0.1056
H 2.4602 0.7261 -1.3458
H 1.2392 0.9157 0.8767